C11H41AgF6N17O19S2 | ωB97M-V with the def2-TZVPD basis set

ORCA input file:
```
! wB97M-V def2-TZVPD RIJCOSX def2/J DEFGRID3
* xyz 0 2
Ag -2.5062 0.1432 2.1333
C -1.0096 -1.5151 -1.4221
F 0.0390 -1.9716 -0.7438
F -0.7939 -1.5858 -2.7131
F -2.0830 -2.2537 -1.0978
S -1.3539 0.2649 -0.8827
O -0.6826 1.0429 -1.8749
O -2.7902 0.3939 -0.8953
N -0.8084 0.3430 0.7218
S 0.6007 1.1106 0.5395
O 1.4942 0.3917 -0.3320
O 0.4498 2.5189 0.3107
C 1.5382 0.9696 2.1419
F 1.5359 -0.3098 2.5491
F 2.7683 1.3689 1.9460
F 0.9122 1.6827 3.0716
O -5.6651 1.4625 -0.5448
C -5.3908 1.7074 0.7288
O -4.5145 1.0649 1.3369
O -5.9233 2.6207 1.3871
H -5.2817 0.5712 -0.6429
O -1.1471 -1.1356 3.5097
H -0.7754 -1.2846 4.4053
H -0.6759 -1.7559 2.9166
O 0.3894 1.0877 -4.9642
H -0.4379 0.8316 -4.5388
H 1.0896 0.9182 -4.2848
O -0.0710 -3.3451 2.3413
H -0.9314 -3.7637 2.4650
H 0.0361 -3.2874 1.3838
O 2.3368 0.6162 -3.2328
H 2.3012 0.4586 -2.2807
H 2.9891 -0.0088 -3.5678
C 0.2951 -2.1613 -6.4414
O 0.1516 -3.3426 -6.7125
N 0.5993 -1.7182 -5.1888
N 0.0111 -1.1403 -7.3087
H 0.6923 -0.7282 -4.9618
H 0.6359 -2.4123 -4.4661
H 0.1538 -0.1947 -6.9901
H -0.2819 -1.2756 -8.2557
C 4.4654 0.9085 5.7351
O 4.5600 -0.2835 5.4974
N 4.3740 1.4258 6.9916
N 4.3188 1.8417 4.7471
H 4.2726 0.7507 7.7257
H 4.7505 2.3386 7.1674
H 4.2814 2.8257 4.9400
H 4.3053 1.5639 3.7835
C 0.7134 6.4213 1.5713
O 0.2025 6.3234 2.6799
N 0.5542 5.4747 0.5994
N 1.6345 7.4023 1.3052
H 0.9837 5.7111 -0.2789
H 0.4371 4.5332 0.9304
H 1.6021 8.2443 1.8517
H 1.8666 7.5250 0.3317
C 0.8541 -2.0686 6.2871
O -0.1296 -1.3819 6.0303
N 0.8574 -3.0205 7.2644
N 2.0403 -1.9784 5.6303
H 1.7183 -3.3164 7.6839
H -0.0058 -3.0325 7.7800
H 2.8464 -2.5424 5.8196
H 2.0962 -1.2634 4.9266
C -3.4724 0.6547 -3.9235
O -2.4657 1.3234 -4.0806
N -3.3710 -0.7106 -3.8199
N -4.7703 1.0996 -3.9475
H -4.2481 -1.1951 -3.7563
H -2.5684 -1.1409 -4.2391
H -5.4444 0.5150 -3.4893
H -4.8362 2.1042 -3.9245
C -0.4846 4.5636 -3.5369
O -0.2558 5.7653 -3.4017
N -0.9562 3.7979 -2.5109
N -0.3060 3.9078 -4.7057
H -0.8323 4.2055 -1.6024
H -1.1408 2.8210 -2.6678
H -0.0426 4.4502 -5.5052
H -0.5863 2.9461 -4.8004
C 4.6424 -2.2052 0.6898
O 5.2534 -1.2437 1.1179
N 5.1988 -3.1837 -0.0811
N 3.3549 -2.4461 1.0649
H 4.6911 -3.9955 -0.3737
H 6.1640 -3.0610 -0.3235
H 2.9590 -1.9384 1.8335
H 2.8348 -3.2618 0.7966
C -3.4353 -5.7893 -0.3534
O -2.3248 -6.2608 -0.5131
N -3.6670 -4.4418 -0.4682
N -4.4687 -6.5100 0.1655
H -4.4914 -3.9787 -0.1432
H -2.8248 -3.9815 -0.7626
H -4.2431 -7.4765 0.3158
H -5.3574 -6.1155 0.4009
*
```

## Properties
**Max |F|**: 0.055 hartree/bohr
**Kohn-Sham gap (alpha / beta)**: 7.903 / 4.288 eV
**HOMO (alpha / beta)**: -8.76 / -8.76 eV
**Calculated total energy**: -118286.4302 eV
**E_LUMO (alpha / beta)**: -0.86 / -4.47 eV